# 1
Here is the molecule C5H10O from OMol25. Energies are from the ωB97M-V functional and the def2-TZVPD basis.

Properties
Largest force on an atom ... 0.41 eV/Å
Frontier orbital gap ... 11.0 eV
Relative energy (zero: lowest compared OMol25 entry of this formula, charge and spin) ... 56.69 kJ/mol

Geometry as XYZ:
```
16
Properties=species:S:1:pos:R:3:forces:R:3:lowdin_charge:R:1
H -0.497062 -1.594290 -0.683211 0.205 0.162 0.138 0.13
H 0.925004 1.040226 -1.854531 -0.051 0.356 -0.042 0.12
C 1.254793 -0.399978 0.040361 -0.011 -0.318 0.068 -0.20
C -0.763365 -0.910058 1.365905 -0.052 -0.021 0.103 -0.09
H -0.444889 -1.883571 1.755777 -0.059 0.146 -0.010 0.08
H -1.518399 1.097334 -0.039143 0.149 -0.121 -0.063 0.11
H -1.849665 -0.832536 1.477225 0.109 -0.052 -0.151 0.08
C 0.451432 1.389351 -0.921959 -0.121 0.180 -0.244 -0.22
H 0.338191 2.474059 -0.932572 -0.005 -0.117 0.026 0.12
C -0.268131 -0.715132 -0.067173 0.134 -0.040 0.072 -0.32
H 1.870708 -0.685357 -0.829471 -0.374 -0.176 0.027 0.12
H -1.358187 0.405392 -1.660025 0.120 -0.047 0.174 0.11
O 1.291856 1.010481 0.151259 0.158 0.026 -0.067 -0.13
C -0.828887 0.579109 -0.716416 0.019 0.025 0.006 -0.13
H 1.703240 -0.847851 0.930710 -0.047 0.117 -0.058 0.12
H -0.306638 -0.127178 1.983262 -0.173 -0.121 0.021 0.09
```
Forces are in eV/Å.

***

# 2
Here is a cluster of 2 separate species, C5H10O in total from OMol25. Energies are from the ωB97M-V functional and the def2-TZVPD basis.

Properties
Largest force on an atom ... 3.33 eV/Å
Frontier orbital gap ... 9.8 eV
Relative energy (zero: lowest compared OMol25 entry of this formula, charge and spin) ... 449.53 kJ/mol

Geometry as XYZ:
```
16
Properties=species:S:1:pos:R:3:forces:R:3:lowdin_charge:R:1
H 1.460383 1.728971 -0.679743 -0.001 -0.004 -0.084 0.09
C -0.353532 -1.476528 0.017180 1.121 -0.796 -0.076 -0.18
C -0.714061 -0.111918 0.526018 0.861 -0.927 0.954 -0.29
H -2.717966 0.317646 -0.188286 0.113 0.060 0.068 0.07
H -1.472011 1.003802 -1.232003 0.189 -0.267 0.492 0.08
H 2.678329 0.486494 -0.405467 -0.271 -0.088 0.031 0.09
C 1.607951 0.650397 -0.577251 -0.130 0.156 -0.417 -0.05
H 1.311384 0.177199 -1.511287 0.089 -0.007 -0.103 0.08
H 1.132552 0.706710 1.480543 -0.153 -0.090 -0.125 0.13
H -0.149968 -0.871372 1.707078 -2.584 1.902 -0.891 0.26
H -0.917502 -2.358434 0.338559 0.006 0.261 0.010 0.12
O 0.924986 -1.324859 0.787163 0.288 0.360 -0.444 -0.16
H -1.819960 1.743255 0.337428 -0.045 -0.064 -0.029 0.07
C 0.775914 0.189109 0.581739 0.915 -0.822 0.448 -0.34
C -1.726376 0.781968 -0.175028 -0.166 -0.009 0.538 -0.07
H -0.020121 -1.642435 -1.006639 -0.231 0.335 -0.374 0.11
```
Forces are in eV/Å.

***

# 3
Here is the molecule C5H10O from OMol25. Energies are from the ωB97M-V functional and the def2-TZVPD basis.

Properties
Largest force on an atom ... 0.91 eV/Å
Frontier orbital gap ... 10.6 eV
Relative energy (zero: lowest compared OMol25 entry of this formula, charge and spin) ... 120.46 kJ/mol

Geometry as XYZ:
```
16
Properties=species:S:1:pos:R:3:forces:R:3:lowdin_charge:R:1
H -1.430555 0.502804 1.864739 0.185 0.090 -0.090 0.14
C 0.406311 0.053845 0.642928 0.114 -0.220 -0.043 -0.28
C -0.848813 0.796338 0.990401 0.166 -0.067 0.303 -0.33
H 1.056957 1.519661 2.028463 -0.471 0.602 0.503 0.10
C 0.750614 -0.333069 -0.761989 -0.007 0.016 -0.117 -0.24
H -2.123327 0.527891 -0.418505 0.062 0.229 -0.019 0.09
O -1.616686 1.278238 -0.079820 -0.221 -0.084 0.012 -0.02
H 1.840563 -0.438099 -0.849101 -0.178 0.014 -0.009 0.11
C 0.484809 1.474740 1.119070 0.211 -0.048 -0.101 -0.06
H -1.029372 -1.517817 -1.079453 0.134 -0.078 -0.065 0.07
H 0.297253 -1.904658 -2.193502 -0.060 -0.047 0.073 0.07
H 0.703073 -0.662345 1.411746 0.028 0.072 -0.216 0.14
H 0.457419 0.489835 -1.420900 0.024 -0.148 -0.042 0.11
H 0.637287 2.292504 0.415750 0.109 -0.352 0.019 0.12
H 0.355667 -2.452623 -0.505723 -0.037 0.116 -0.119 0.08
C 0.058799 -1.627245 -1.164103 -0.060 -0.095 -0.088 -0.10
```
Forces are in eV/Å.

***

# 4
Here is a structure of composition C5H10O from OMol25. Energies are from the ωB97M-V functional and the def2-TZVPD basis.

Properties
Largest force on an atom ... 0.36 eV/Å
Frontier orbital gap ... 9.2 eV
Relative energy (zero: lowest compared OMol25 entry of this formula, charge and spin) ... 388.10 kJ/mol

Geometry as XYZ:
```
16
Properties=species:S:1:pos:R:3:forces:R:3:lowdin_charge:R:1
C 0.839679 0.147255 0.523666 0.180 -0.009 0.032 -0.36
C -0.160952 -1.038803 0.702250 -0.022 -0.133 -0.024 -0.11
H -0.516932 2.085224 0.571628 0.015 -0.141 -0.052 0.09
H 2.373550 0.995163 -0.751530 -0.072 -0.131 0.026 0.07
H -2.714312 0.268770 -1.277532 0.144 -0.141 -0.014 0.07
H -0.144089 -1.800505 -0.082609 0.011 0.110 0.114 0.12
H -0.124942 -1.528848 1.680952 -0.017 0.072 -0.132 0.12
C 1.853856 0.041009 -0.605180 0.018 0.006 -0.036 -0.08
H 2.610467 -0.725713 -0.396679 -0.110 0.102 -0.023 0.07
C -0.390110 1.037465 0.307146 -0.010 0.115 0.264 -0.16
O -1.863545 -0.189476 -1.164332 -0.230 0.159 -0.229 -0.13
C -1.288914 -0.037560 0.584784 0.104 0.116 0.238 -0.15
H -1.015934 0.651337 -0.965774 -0.151 -0.154 -0.051 0.13
H 1.359572 0.350610 1.468855 -0.068 -0.030 -0.118 0.13
H 1.354190 -0.215081 -1.547288 0.064 0.030 0.129 0.08
H -2.257243 -0.086751 1.080420 0.144 0.028 -0.123 0.12
```
Forces are in eV/Å.

***

# 5
Here is the molecule C5H10O from OMol25. Energies are from the ωB97M-V functional and the def2-TZVPD basis.

Properties
Largest force on an atom ... 0.39 eV/Å
Frontier orbital gap ... 11.2 eV
Relative energy (zero: lowest compared OMol25 entry of this formula, charge and spin) ... 105.76 kJ/mol

Geometry as XYZ:
```
16
Properties=species:S:1:pos:R:3:forces:R:3:lowdin_charge:R:1
C 0.500063 -0.834308 -0.458473 -0.048 0.032 -0.059 -0.17
H 0.333369 -0.508280 -1.493495 0.012 -0.012 0.118 0.12
H -2.180641 -0.369439 -1.125545 0.078 0.046 0.146 0.10
H -1.401152 1.741853 1.023002 0.037 -0.134 -0.119 0.10
H -2.820426 -0.302116 0.580035 0.172 0.037 -0.086 0.10
H -0.764969 1.658593 -0.686291 -0.051 -0.115 0.109 0.10
O 2.092658 0.992564 -0.082832 -0.156 0.214 0.135 -0.07
C -1.989487 -0.100252 -0.089995 -0.140 -0.108 -0.049 -0.13
C 1.899674 -0.405539 -0.020348 0.009 -0.393 -0.019 -0.28
H 2.099307 -0.786144 0.995553 -0.038 0.092 -0.120 0.12
H 2.656649 -0.840605 -0.681126 -0.137 0.023 0.081 0.12
H 1.373258 1.401490 0.415605 0.127 -0.007 -0.091 0.07
C -0.591283 -0.269670 0.429026 0.101 -0.066 0.093 -0.31
H -0.510672 -0.559954 1.476905 -0.023 0.056 -0.156 0.14
C -1.144771 1.113351 0.174213 0.036 0.195 0.002 -0.14
H 0.448416 -1.931549 -0.456234 0.021 0.141 0.017 0.12
```
Forces are in eV/Å.

***

# 6
Here is a cluster of 2 separate species, C5H10O in total from OMol25. Energies are from the ωB97M-V functional and the def2-TZVPD basis.

Properties
Largest force on an atom ... 1.85 eV/Å
Frontier orbital gap ... 8.8 eV
Relative energy (zero: lowest compared OMol25 entry of this formula, charge and spin) ... 453.80 kJ/mol

Geometry as XYZ:
```
16
Properties=species:S:1:pos:R:3:forces:R:3:lowdin_charge:R:1
H 1.383145 1.910266 -0.423331 0.063 0.105 0.097 0.11
C 1.395861 -0.800267 -0.093766 0.017 -0.158 -0.394 -0.09
C -2.340352 -1.208234 0.127256 -1.851 -0.061 -0.049 -0.03
H 0.108898 -0.086320 1.525274 -0.053 0.167 -0.292 0.12
C -0.627644 1.040934 -0.304635 0.653 -0.034 0.321 -0.14
H -1.570245 1.362383 0.149594 0.306 -0.537 0.013 0.10
H -1.763908 -1.008484 1.073092 0.770 -0.479 -1.026 0.00
H -0.676847 1.041600 -1.396567 0.121 -0.516 0.372 0.11
C 0.607829 1.635919 0.281998 0.402 0.631 0.094 -0.16
C 0.421767 0.184577 0.515744 -0.722 0.386 -0.232 -0.35
H 2.390635 -0.766102 0.372369 -0.297 0.211 0.043 0.08
H -0.737907 -1.589807 -0.847122 0.323 -0.046 0.000 0.05
H 1.542725 -0.589630 -1.158855 -0.005 -0.035 0.070 0.09
H 1.082611 -1.849725 0.002837 -0.112 0.168 -0.019 0.07
H 0.488900 2.308832 1.120064 0.131 0.055 -0.007 0.10
O -1.705475 -1.585941 -0.943953 0.252 0.143 1.009 -0.06
```
Forces are in eV/Å.

***

# 7
Here is the ion C5H10O with charge +1 from OMol25. Energies are from the ωB97M-V functional and the def2-TZVPD basis.

Properties
Multiplicity ... 2
Largest force on an atom ... 2.21 eV/Å
Total charge ... +1
Expectation value of S² ... 0.7577
Frontier orbital gap (alpha / beta) ... 10.3 / 6.6 eV
Relative energy (zero: lowest compared OMol25 entry of this formula, charge and spin) ... 39.02 kJ/mol

Geometry as XYZ:
```
16
Properties=species:S:1:pos:R:3:forces:R:3:lowdin_charge:R:1
H 1.364804 -0.840950 -0.594892 0.365 -0.030 0.206 0.15
H -1.737782 -1.331658 0.238828 -0.139 -0.209 0.101 0.09
C 1.058624 -0.259280 0.281717 -0.717 -0.744 -0.617 -0.06
H 2.107316 -1.577282 1.877616 -0.017 -0.371 -0.668 0.22
H 1.833200 0.482645 0.532904 -0.139 -0.179 0.021 0.16
H 0.002364 1.168647 -1.992016 0.309 -0.158 0.141 0.10
H -2.224754 -0.141471 -0.961741 0.335 0.055 0.356 0.11
H -0.925568 -1.244088 -1.320192 0.162 -0.075 -0.103 0.10
H 0.620490 2.198413 -0.645230 0.451 0.048 0.031 0.08
C -0.121929 1.480074 -0.954389 -1.010 -0.258 0.214 -0.04
H -1.077881 2.007466 -0.918454 0.016 0.118 -0.130 0.10
O 0.319607 -1.218779 2.409344 -0.351 -0.463 -0.475 0.34
C 1.105145 -1.195370 1.523980 0.570 1.170 1.349 -0.03
C -0.341556 0.299238 0.059490 0.886 1.930 -0.605 -0.42
H -0.624751 0.823582 0.980563 -0.394 -0.489 -0.024 0.15
C -1.357323 -0.651180 -0.517529 -0.327 -0.344 0.205 -0.05
```
Forces are in eV/Å.

***

# 8
Here is a cluster of 2 separate species, C5H10O2 in total from OMol25. Energies are from the ωB97M-V functional and the def2-TZVPD basis.

Properties
Largest force on an atom ... 0.53 eV/Å
Frontier orbital gap ... 10.5 eV
Relative energy (zero: lowest compared OMol25 entry of this formula, charge and spin) ... 167.15 kJ/mol

Geometry as XYZ:
```
17
Properties=species:S:1:pos:R:3:forces:R:3:lowdin_charge:R:1
C -2.211294 -0.145452 1.142461 -0.104 0.266 -0.092 -0.23
H -1.493679 -1.742949 -0.042886 -0.001 0.081 0.145 0.13
H 0.434357 -1.512337 -1.478627 0.067 0.126 0.139 0.11
O -0.280299 2.597533 -0.485888 -0.018 -0.082 -0.196 -0.07
H 0.522728 0.417341 0.894957 -0.043 -0.151 -0.088 0.12
H -1.094364 2.202273 -0.137714 0.085 0.053 0.029 0.00
H -0.886122 -1.737556 1.603083 -0.027 0.117 -0.084 0.12
C -1.095085 -1.084310 0.744271 0.056 -0.006 -0.060 -0.15
H 2.337715 0.801796 -0.637919 -0.041 -0.148 -0.085 0.08
C 0.152063 -0.394538 0.267565 0.074 0.000 -0.007 -0.15
C 2.108376 -0.069003 -1.261779 0.012 0.051 0.026 -0.10
H 2.944640 -0.774798 -1.179810 -0.143 0.097 -0.031 0.08
H 2.069703 0.256894 -2.308140 -0.024 -0.060 0.151 0.08
H 0.035149 1.916279 -1.093361 -0.008 0.179 0.098 0.01
C 0.820241 -0.716925 -0.834836 -0.016 -0.049 -0.015 -0.17
H -2.933496 -0.545167 1.884217 0.033 0.000 -0.144 0.12
O -2.363455 0.974925 0.712064 0.099 -0.473 0.214 0.05
```
Forces are in eV/Å.